{"formula": "C6H8N2", "method": "ωB97M-V with the def2-TZVPD basis set", "elements": ["C", "C", "C", "C", "C", "C", "N", "N", "H", "H", "H", "H", "H", "H", "H", "H"], "positions_angstrom": [[-2.796, 0.115, -0.021], [1.812, 1.502, -0.098], [-1.337, -0.080, 0.140], [0.624, 0.632, 0.047], [0.563, -1.107, 0.121], [1.580, -1.946, -0.002], [-0.532, 1.053, 0.404], [-0.767, -1.261, 0.155], [-3.062, 1.138, 0.237], [-3.091, -0.083, -1.051], [-3.338, -0.576, 0.624], [2.537, 1.074, -0.790], [1.513, 2.470, -0.498], [2.285, 1.664, 0.873], [2.596, -1.627, 0.164], [1.413, -2.968, -0.306]], "total_energy_ev": -9329.9827, "fmax_ev_per_a": 4.424, "total_charge": 0, "homo_lumo_gap_ev": 8.664}